# 1
This record from OMol25 describes a 2-piece molecular cluster, C5H7N3O2 overall in a non-equilibrium geometry. The level of theory is wB97M-V/def2-TZVPD.

```
17
Properties=species:S:1:pos:R:3
N -0.8471 -2.5478 1.7991
C -0.4938 -1.7935 0.9392
C 0.4969 -1.2901 -0.0764
O 1.7714 -1.1551 0.5066
C 0.0165 0.0187 -0.6594
C -0.0061 0.4293 -2.0087
C -0.3907 1.7584 -1.9559
N -0.5719 2.0545 -0.6533
N -0.3903 1.0038 0.1409
H 0.5546 -2.0491 -0.8655
H 1.6905 -0.5464 1.2664
H 0.2513 -0.1522 -2.8885
H -0.6062 2.4840 -2.7346
H -0.9508 2.9114 -0.2689
O 0.0885 -0.2920 2.5294
H -0.2009 0.4340 1.9401
H -0.4119 -1.2679 2.9894
```

HOMO level	-0.359	hartree
gap between HOMO and LUMO	10.36	eV
SMILES string	N#C[C@H](O)c1cc[nH]n1.O
relative energy (zero: lowest compared OMol25 entry of this formula, charge and spin)	336.8	kJ/mol
maximum force	0.1136	hartree/bohr
E_tot	-13860.6978	eV


# 2
This record from OMol25 describes C5H9NO in the gas phase. The level of theory is wB97M-V/def2-TZVPD.

```
16
Properties=species:S:1:pos:R:3
C -1.7582 -1.1148 0.1053
C -0.7440 -0.0626 -0.1664
C 0.5723 -0.0217 0.0694
N 1.4123 -1.1308 0.0529
O 2.7659 -0.8072 0.2762
C 0.6133 1.4711 0.2941
C -0.8197 1.4289 -0.3545
H -2.4299 -1.3729 -0.7184
H -2.3764 -0.7377 0.9315
H -1.2662 -2.0261 0.4652
H 1.2392 -1.5961 -0.8305
H 3.2903 -1.5368 -0.0667
H 0.5010 1.7077 1.3599
H 1.3995 2.1037 -0.1280
H -0.7525 1.7285 -1.4079
H -1.6469 1.9668 0.1180
```

HOMO level	-0.272	hartree
gap between HOMO and LUMO	8.22	eV
SMILES string	CC1=C(NO)CC1
relative energy (zero: lowest compared OMol25 entry of this formula, charge and spin)	423.9	kJ/mol
maximum force	0.0167	hartree/bohr
E_tot	-8864.8194	eV


# 3
This record from OMol25 describes a 12-piece molecular cluster, C31H72N10O15S overall in a non-equilibrium geometry. The level of theory is wB97M-V/def2-TZVPD.

```
129
Properties=species:S:1:pos:R:3
O 2.6441 0.1085 -1.5324
S 1.4189 0.7302 -1.0508
O 1.2636 2.1939 -1.1169
O 0.0201 -0.0543 -1.6460
C -0.1740 -1.2058 -0.9312
C 0.0469 -0.8203 0.5074
O 1.0958 0.1394 0.5028
H -1.1858 -1.5168 -1.1912
H 0.4404 -2.0453 -1.2562
H 0.2321 -1.6293 1.2140
H -0.7466 -0.1891 0.9073
C 5.8572 -5.5842 -4.5097
C 7.3542 -5.4514 -4.8566
C 7.8038 -4.3986 -3.8388
O 7.0444 -4.7509 -2.6991
C 5.6836 -5.1419 -3.0777
H 5.5617 -6.6227 -4.6589
H 5.2137 -4.9886 -5.1573
H 7.6524 -5.2277 -5.8809
H 7.7800 -6.4365 -4.6659
H 7.6076 -3.3857 -4.1906
H 8.8480 -4.4127 -3.5265
H 4.9744 -4.3175 -3.0048
H 5.3326 -5.8825 -2.3590
C 1.8340 9.4000 -3.9682
C 0.4629 9.7497 -3.6447
C 0.6981 10.6899 -2.3976
O 1.8577 11.3923 -2.8673
C 2.7459 10.6608 -3.7825
H 1.8638 9.0226 -4.9903
H 2.0479 8.5251 -3.3542
H -0.2675 8.9654 -3.4464
H 0.0694 10.2912 -4.5049
H 0.7476 10.2572 -1.3984
H -0.1189 11.4085 -2.3330
H 3.6188 10.2058 -3.3145
H 2.9005 11.1286 -4.7549
C 6.5084 -4.4337 3.6563
C 7.0016 -5.3298 4.8651
C 6.0631 -4.9879 5.9355
O 5.6683 -3.6184 5.7022
C 5.4958 -3.4534 4.2506
H 6.0715 -5.1132 2.9246
H 7.3154 -3.8495 3.2141
H 8.0550 -5.1123 5.0419
H 7.0459 -6.4068 4.7027
H 6.5378 -4.9821 6.9166
H 5.2487 -5.6991 6.0738
H 5.6080 -2.4480 3.8447
H 4.4475 -3.6690 4.0445
C 0.9711 5.4841 4.9317
C 1.2818 6.6676 4.2530
C -0.0036 7.4086 4.3846
O -1.0157 6.4244 4.4080
C -0.4443 5.1820 4.5538
H 0.9971 5.7769 5.9813
H 1.6909 4.6978 4.7044
H 1.6143 6.4395 3.2404
H 2.1228 7.2040 4.6925
H -0.1307 8.1078 3.5581
H 0.0204 7.9124 5.3508
H -0.5635 4.6845 3.5914
H -0.8353 4.4996 5.3085
C -5.6355 5.0453 0.2407
C -5.6765 3.6497 -0.3136
C -5.0123 3.8502 -1.7445
O -4.8175 5.2487 -1.9898
C -4.6261 5.8039 -0.6964
H -5.3088 4.9342 1.2747
H -6.6344 5.4750 0.3163
H -6.6683 3.2051 -0.2316
H -5.0486 3.1302 0.4102
H -5.5432 3.4130 -2.5902
H -4.0544 3.3309 -1.7164
H -4.7891 6.8802 -0.7516
H -3.6714 5.7667 -0.1718
C -6.0578 -3.8662 3.4286
C -7.0339 -2.7141 3.5413
C -7.8532 -2.8722 4.8551
O -6.8772 -3.5842 5.6194
C -6.2237 -4.5611 4.8097
H -5.0666 -3.4418 3.2693
H -6.3594 -4.3208 2.4849
H -7.7022 -2.6886 2.6806
H -6.5080 -1.7613 3.6029
H -8.7993 -3.4134 4.8455
H -8.1192 -1.9004 5.2711
H -6.8916 -5.4220 4.7788
H -5.3308 -4.9925 5.2623
N -2.4308 0.0352 -7.0756
C -3.2633 -0.8996 -6.7804
N -3.8519 -1.2864 -7.8737
O -3.4604 -1.2990 -5.6759
H -2.3257 0.3588 -8.0266
H -1.9694 0.4615 -6.2847
H -4.7013 -1.8326 -7.8899
H -3.5439 -0.8826 -8.7467
N -2.6034 5.9925 -6.8828
C -1.6132 5.2427 -7.3029
N -0.8922 4.9623 -6.2763
O -1.4538 4.8005 -8.4105
H -3.2421 6.1558 -7.6479
H -2.8785 6.0992 -5.9169
H -0.2185 4.2355 -6.4710
H -1.2921 5.2620 -5.3986
N 0.5611 -1.6601 7.8148
C -0.5871 -2.1968 7.5885
N -1.4635 -1.7724 8.4037
O -0.8481 -2.8945 6.6722
H 0.6650 -0.9841 8.5580
H 1.3296 -2.0995 7.3286
H -1.2616 -1.0814 9.1122
H -2.4406 -2.0274 8.3824
N 0.9215 -8.5064 1.7471
C 0.7914 -8.0861 2.9153
N -0.2521 -7.3439 2.9739
O 1.4224 -8.3918 3.8736
H 0.2443 -8.3537 1.0135
H 1.5614 -9.2567 1.5286
H -1.0292 -7.3411 2.3286
H -0.3093 -6.8372 3.8457
N -0.3667 -5.9541 -4.8777
C -0.2971 -6.8523 -3.9480
N 0.5335 -7.7583 -4.2493
O -0.9283 -6.8617 -2.9085
H 0.1584 -6.1428 -5.7195
H -0.9886 -5.1585 -4.8958
H 0.5390 -8.5142 -3.5795
H 1.0925 -7.7188 -5.0896
```

HOMO level	-0.346	hartree
gap between HOMO and LUMO	9.42	eV
SMILES string	O=S1(=O)OCCO1.C1CCOC1.C1CCOC1.C1CCOC1.C1CCOC1.C1CCOC1.C1CCOC1.NC(N)=O.NC(N)=O.NC(N)=O.NC(N)=O.NC(N)=O
maximum force	0.1867	hartree/bohr
E_tot	-89756.4714	eV


# 4
This record from OMol25 describes a 9-piece molecular cluster, C37H51N7O6 overall in a non-equilibrium geometry. The level of theory is wB97M-V/def2-TZVPD.

```
101
Properties=species:S:1:pos:R:3
O -0.4682 -2.6857 -3.8742
C 0.4265 -3.4374 -4.1927
O 1.6523 -3.2529 -4.0080
C 2.3569 -4.3235 -4.6303
C 1.2438 -5.0506 -5.4319
O 0.1504 -4.6177 -4.6930
H 3.1474 -3.8904 -5.2433
H 2.8678 -5.0082 -3.9533
H 1.2485 -6.1397 -5.3875
H 1.2356 -4.6287 -6.4369
O -5.1033 1.7203 6.1064
C -4.8095 1.7753 4.9013
O -5.0701 0.8861 3.9812
C -4.4834 1.1933 2.7655
C -3.8908 2.5328 3.0849
O -3.9955 2.6150 4.4869
H -3.6701 0.5457 2.4378
H -5.1549 1.2282 1.9076
H -4.4166 3.4137 2.7165
H -2.8691 2.6472 2.7226
C -0.0910 6.8613 3.7546
C -0.8195 5.8815 4.4851
C -1.0172 4.5300 3.9768
N -0.6034 4.2661 2.7627
C -0.0360 5.2106 2.0123
C 0.2077 6.5119 2.4575
H 0.1962 7.8230 4.1534
H -1.2091 6.2095 5.4375
H -1.5742 3.8269 4.5783
H 0.2175 4.8665 1.0205
H 0.4914 7.1497 1.6334
C -1.0465 0.4008 0.1601
C -0.5799 -0.5022 -0.7979
C 0.6444 -0.1490 -1.4757
N 1.4127 0.8639 -1.1633
C 0.8926 1.7216 -0.1492
C -0.3181 1.5439 0.5111
H -2.0277 0.3445 0.6078
H -1.1260 -1.4195 -0.9614
H 1.0875 -0.8803 -2.1355
H 1.4869 2.5800 0.1271
H -0.6101 2.3620 1.1528
C -0.8848 -3.8707 1.3173
C 0.3054 -3.8324 0.6276
C 1.2099 -4.8847 0.7469
N 0.9199 -6.0077 1.5324
C -0.2358 -5.9651 2.3043
C -1.1011 -4.9196 2.1993
H -1.6310 -3.0928 1.3841
H 0.5781 -2.9216 0.1153
H 2.1369 -4.9318 0.1949
H -0.3265 -6.8249 2.9516
H -1.9916 -5.1297 2.7732
C 4.1046 -1.6409 0.4301
C 4.5505 -0.5933 -0.5117
C 4.4756 -0.9013 -2.0468
C 4.4666 -2.2810 -2.4548
N 4.4448 -3.3508 -2.7442
H 4.5572 -2.6221 0.2867
H 3.0214 -1.7344 0.5077
H 4.2928 -1.3230 1.4556
H 5.5747 -0.3923 -0.1975
H 4.0010 0.3314 -0.3355
H 5.3688 -0.4596 -2.4886
H 3.5842 -0.4949 -2.5245
C -3.5811 -1.9234 -3.3077
C -3.6966 -3.3850 -3.7069
C -3.1505 -4.2414 -2.6683
C -3.9626 -4.5509 -1.4835
N -4.6059 -4.8117 -0.5773
H -2.5867 -1.6636 -2.9447
H -4.2093 -1.7808 -2.4284
H -3.9493 -1.1838 -4.0187
H -3.1689 -3.5679 -4.6430
H -4.7374 -3.5666 -3.9747
H -2.2116 -3.8274 -2.3007
H -2.7905 -5.1762 -3.0980
C -3.7802 3.7874 -0.2344
C -4.0766 3.3559 -1.6981
C -2.9082 2.3829 -2.2777
C -1.5996 3.0155 -2.0348
N -0.6367 3.5831 -1.8237
H -2.8241 4.2353 0.0367
H -3.6747 2.8410 0.2961
H -4.5166 4.4320 0.2455
H -4.1583 4.2372 -2.3343
H -5.0606 2.8872 -1.7020
H -3.1992 2.3339 -3.3270
H -2.9123 1.3830 -1.8436
C 6.1696 2.3597 1.1114
C 4.8083 2.4383 1.9084
C 4.7845 1.8742 3.3355
C 5.5728 0.5732 3.4396
N 6.1681 -0.4411 3.4814
H 6.0134 2.8541 0.1526
H 6.5242 1.3659 0.8380
H 7.0598 2.8010 1.5597
H 3.9657 1.9027 1.4711
H 4.5274 3.4914 1.9165
H 3.7706 1.7000 3.6956
H 5.2356 2.6031 4.0088
```

HOMO level	-0.351	hartree
gap between HOMO and LUMO	9.79	eV
SMILES string	O=C1OCCO1.O=C1OCCO1.c1ccncc1.c1ccncc1.c1ccncc1.CCCC#N.CCCC#N.CCCC#N.CCCC#N
relative energy (zero: lowest compared OMol25 entry of this formula, charge and spin)	216.7	kJ/mol
maximum force	0.1452	hartree/bohr
E_tot	-61907.1032	eV


# 5
This record from OMol25 describes a 2-piece molecular cluster, C3H9N2S overall in a non-equilibrium geometry. The level of theory is wB97M-V/def2-TZVPD.

```
15
Properties=species:S:1:pos:R:3
C 1.7089 -1.0033 -0.0111
C 2.5512 0.2555 -0.0101
C 0.1413 0.7539 0.2487
N -3.4819 0.3603 -0.0656
N 0.3641 -0.4777 -0.2074
S 1.4719 1.5361 0.8072
H 2.0335 -1.5787 -0.9884
H 1.8539 -1.6977 0.8455
H 3.4315 0.0929 0.6198
H 2.8318 0.5794 -0.9925
H -0.8552 1.1184 0.2066
H -3.9548 0.8456 -0.8250
H -3.9826 -0.5317 -0.0657
H -0.3913 -1.1242 -0.3903
H -3.7221 0.8711 0.8283
```

HOMO level	-0.511	hartree
charge	+1
gap between HOMO and LUMO	9.32	eV
relative energy (zero: lowest compared OMol25 entry of this formula, charge and spin)	53.3	kJ/mol
maximum force	0.0622	hartree/bohr
E_tot	-17065.6144	eV


# 6
This record from OMol25 describes C17H15GdO4P as an isolated structure in a non-equilibrium geometry. The level of theory is wB97M-V/def2-TZVPD.

```
38
Properties=species:S:1:pos:R:3
Gd 0.4045 -0.0970 -0.2531
O 0.0718 3.3917 0.4328
C 0.0979 2.2637 0.1666
C -0.1365 -2.3484 0.3841
O -0.3410 -3.4595 0.6740
C 2.7039 -0.2618 0.4408
O 3.7972 -0.3296 0.8250
C -2.0616 -0.2488 -0.1015
O -3.2120 -0.3566 -0.0494
H 0.0123 0.3481 -2.9857
H -0.0172 -0.3927 -2.7720
C 0.7878 -2.2746 3.6570
P 0.2216 -0.8583 2.6540
C -1.4986 -0.7141 3.3629
C -2.4494 -1.5432 2.7583
C -3.8065 -1.3296 2.9708
C -4.2396 -0.3364 3.8583
C -3.2901 0.4406 4.5366
C -1.9161 0.1971 4.3585
C 1.2721 0.4455 3.3841
C 0.7000 1.7268 3.4485
C 1.5269 2.8399 3.5259
C 2.9150 2.6799 3.5581
C 3.4741 1.4017 3.5472
C 2.6601 0.2782 3.5140
H 0.1974 -3.1755 3.4197
H 0.6374 -1.9978 4.7266
H 1.8549 -2.5043 3.4789
H -2.1213 -2.3225 2.0673
H -4.5264 -1.9401 2.4280
H -5.3076 -0.1635 4.0182
H -3.5992 1.2512 5.2078
H -1.1753 0.7423 4.9535
H -0.3903 1.8276 3.4085
H 1.0615 3.8294 3.5597
H 3.5412 3.5652 3.6401
H 4.5526 1.2839 3.5827
H 3.0930 -0.7204 3.5561
```

HOMO level (spin up / spin down)	-0.676 / -0.670	hartree
charge	+3
gap between HOMO and LUMO (spin up / spin down)	5.11 / 4.24	eV
relative energy (zero: lowest compared OMol25 entry of this formula, charge and spin)	70.8	kJ/mol
maximum force	0.1572	hartree/bohr
E_tot	-56151.6690	eV
2S+1	8